1.
ORCA calculation (ωB97M-V/def2-TZVPD) on a single C19H27N5O3S molecule.

Properties
HOMO (eV): -8.8
Frontier orbital gap (eV): 9.18
Total energy (a.u.): -1638.01570
Energy relative to the best compared isomer or geometry (same formula, charge and spin) (kcal per mole): 0.0
SMILES string: CCCc1nc(SCC(=O)N2CCC(C)CC2)c2c(=O)n(C)c(=O)n(C)c2n1
LUMO level (eV): 0.40

Last column: Mulliken charge in e.
Atoms and positions in Å:
C (-5.3887, 1.0075, 0.7798)  -0.8232
H (-3.6144, 0.7709, 1.9928)  0.5672
H (-1.4824, -2.2160, -0.5956)  -0.0438
N (-3.2289, 0.1578, 0.0271)  0.3587
N (0.1350, -0.4994, 0.9059)  -0.3457
H (-4.3651, -0.7532, 1.4926)  0.2234
O (2.7054, 2.7064, 0.1075)  -0.6694
N (1.9344, -1.9491, 0.4129)  -0.4865
H (-4.8439, 1.1473, -1.9176)  0.3079
C (-2.0589, -4.2227, -0.0591)  -1.4483
H (-1.5936, -5.1539, 0.2560)  0.4170
H (-3.1024, -0.5932, -1.8912)  0.5116
H (-5.1338, 2.0258, 0.4780)  0.2572
C (-2.0590, 0.8052, -0.1641)  0.9171
H (-6.0502, 1.0648, 1.6457)  0.4209
C (-5.1062, 0.1566, -1.5408)  -1.1155
C (4.4868, -2.4668, -0.3019)  -1.0489
H (-1.5285, 1.0162, 1.9353)  0.3802
C (-4.1081, 0.2628, 1.1673)  -0.8743
H (-5.5610, -0.4070, -2.3565)  0.4314
H (5.6568, 2.1901, -1.7063)  0.3198
H (6.1565, 2.2414, -0.0081)  0.3274
C (-1.0069, -3.1433, -0.2726)  0.1369
N (4.0040, -1.1045, -0.1982)  -0.0209
C (2.2318, 0.4162, 0.2667)  -0.1470
H (4.4072, -2.9581, 0.6671)  0.3211
N (4.3704, 1.2180, -0.3760)  -0.0233
C (0.8812, 0.5627, 0.6243)  -0.0797
C (4.8720, -0.0650, -0.4871)  0.6755
H (-8.0424, 1.1392, 0.0228)  0.4176
C (-3.8338, -0.5541, -1.0828)  -0.8900
O (6.0185, -0.2652, -0.8171)  -0.6533
H (-4.0698, -1.5737, -0.7577)  0.3584
H (-0.9094, -2.6207, 1.8168)  0.3452
C (5.3012, 2.2909, -0.6814)  -1.1348
C (3.0781, 1.5533, 0.0022)  1.0628
C (-7.3451, 1.0527, -0.8073)  -1.7239
H (-2.1092, 2.5237, 1.1583)  0.5143
H (-6.3828, -0.7059, -0.0455)  0.1821
H (-2.6047, -4.4069, -0.9815)  0.3791
C (0.6852, -1.6969, 0.7774)  0.1675
C (2.7086, -0.8933, 0.1661)  0.7807
H (-2.7690, -3.9198, 0.7078)  0.2899
S (0.1803, 2.1337, 0.6956)  -0.2382
C (-0.2151, -2.8644, 1.0120)  -0.9799
H (0.3799, -3.7359, 1.2825)  0.4161
H (3.8814, -3.0141, -1.0231)  0.3192
O (-1.4508, 0.7476, -1.2139)  -0.6829
C (-6.0913, 0.2972, -0.3790)  0.6813
H (-7.0887, 2.0541, -1.1461)  0.3641
H (-7.8431, 0.5329, -1.6222)  0.4118
H (4.7687, 3.2305, -0.5529)  0.3707
H (5.5246, -2.4289, -0.6249)  0.3783
H (-0.3125, -3.4534, -1.0554)  0.3226
C (-1.5345, 1.6081, 1.0232)  -0.9056

***

2.
ORCA calculation (ωB97M-V/def2-TZVPD) on a 2-piece molecular cluster, C4H6N2O overall.

Properties
HOMO (eV): -9.4
Frontier orbital gap (eV): 10.18
Total energy (a.u.): -340.72051
Energy relative to the best compared isomer or geometry (same formula, charge and spin) (kcal per mole): 46.7
SMILES string: c1cn[nH]c1.C=O
LUMO level (eV): 0.80

Last column: Mulliken charge in e.
Atoms and positions in Å:
H (-3.4207, -1.4958, -0.1112)  0.2640
H (1.2403, -1.4907, 0.2766)  0.4472
C (1.1497, -0.4274, 0.1072)  -0.3133
H (-2.0440, -0.2138, -0.1481)  0.2022
N (1.8263, 0.2094, -0.8757)  0.2725
O (-1.5929, -2.0567, 0.5489)  -0.3838
C (-2.3601, -1.2470, 0.0909)  -0.0792
C (0.3989, 0.5375, 0.7395)  -0.4537
H (0.3182, 2.7268, 0.2164)  0.4348
H (-0.2619, 0.3929, 1.5822)  0.4638
N (1.5680, 1.5230, -0.9372)  -0.7719
H (2.4777, -0.1871, -1.5336)  0.2218
C (0.7006, 1.7287, 0.0441)  -0.3044

***

3.
ORCA calculation (ωB97M-V/def2-TZVPD) on a single C3H4O3 molecule in a non-equilibrium geometry.

Properties
HOMO (eV): -10.0
Frontier orbital gap (eV): 10.65
Total energy (a.u.): -342.35478
Energy relative to the best compared isomer or geometry (same formula, charge and spin) (kcal per mole): 63.5
SMILES string: C[C@@]1(O)OC1=O
LUMO level (eV): 0.64

Last column: Mulliken charge in e.
Atoms and positions in Å:
H (-0.8963, -1.9841, -0.0350)  0.3072
H (-0.7849, 1.6108, 0.4783)  0.3622
O (0.0478, -1.7595, -0.0120)  -0.5405
C (-0.9397, 0.6128, 0.1046)  -1.3030
C (1.6229, 0.3472, 0.0397)  0.2980
C (0.2619, -0.2202, -0.0668)  1.0249
O (1.1661, 0.0442, -1.1139)  -0.3659
H (-1.5233, 0.6856, -0.8305)  0.3090
O (2.5251, 0.6596, 0.6926)  -0.4568
H (-1.4796, 0.0036, 0.7429)  0.3649